Entry 1:
# C2H5IN2

An isolated molecule of C2H5IN2 in a non-equilibrium geometry (ωB97M-V/def2-TZVPD, the OMol25 dataset).

Cartesian coordinates (Å):
H1 -1.557 -0.050 -2.472
N1 -0.976 0.405 -1.782
N2 -0.220 -0.322 -1.121
C1 0.354 0.365 -0.010
C2 0.025 -0.380 1.268
I1 2.609 0.262 -0.316
H2 -0.009 1.378 -0.248
H3 0.316 -1.454 1.094
H4 0.529 0.226 2.153
H5 -1.072 -0.429 1.435

Values from the calculation:
Calculated total energy, eV: -13233.80525
Total charge: 0
LUMO energy, eV: -0.35
Max |F|, eV Å⁻¹: 2.876
Orbital gap, eV: 9.25
Energy relative to the best compared isomer or geometry (same formula, charge and spin), kcal per mole: 14.9

Entry 2:
# C2H5IN2O2

An isolated molecule of C2H5IN2O2 in a non-equilibrium geometry (ωB97M-V/def2-TZVPD, the OMol25 dataset).

Cartesian coordinates (Å):
C1 -0.428 -1.396 -0.089
C2 0.673 -0.499 -0.509
I1 2.713 -0.782 0.183
N1 0.224 0.749 0.161
O1 0.704 1.125 1.266
N2 -0.638 1.337 -0.539
O2 -1.270 2.237 0.103
H1 -0.443 -1.414 1.053
H2 -0.260 -2.467 -0.462
H3 -1.373 -0.961 -0.438
H4 0.804 -0.363 -1.679
H5 -0.707 2.434 0.951

Values from the calculation:
Calculated total energy, eV: -17326.36598
Total charge: 0
LUMO energy, eV: 0.18
Max |F|, eV Å⁻¹: 4.528
Orbital gap, eV: 9.75
Energy relative to the best compared isomer or geometry (same formula, charge and spin), kcal per mole: 45.5

Entry 3:
# C2H5IO2

An isolated molecule of C2H5IO2 in a non-equilibrium geometry (ωB97M-V/def2-TZVPD, the OMol25 dataset).

Cartesian coordinates (Å):
C1 -0.679 -1.280 -0.095
O1 -0.131 -0.100 -0.610
C2 0.338 0.892 0.153
O2 0.404 2.018 -0.587
I1 2.385 0.479 1.080
H1 -0.321 -1.289 1.007
H2 -0.071 -2.134 -0.502
H3 -1.741 -1.385 -0.204
H4 -0.294 1.151 1.212
H5 0.111 1.647 -1.455

Values from the calculation:
Calculated total energy, eV: -14349.23151
Total charge: 0
LUMO energy, eV: 0.50
Max |F|, eV Å⁻¹: 4.733
Orbital gap, eV: 9.74
Energy relative to the best compared isomer or geometry (same formula, charge and spin), kcal per mole: 34.3

Entry 4:
# C2H5IP2

A cluster of 2 separate species, C2H5IP2 in total in a non-equilibrium geometry (ωB97M-V/def2-TZVPD, the OMol25 dataset).

Cartesian coordinates (Å):
C1 -0.064 -1.294 -0.135
C2 -1.147 -0.601 0.620
P1 1.316 1.464 -0.702
P2 0.308 2.552 0.644
I1 -3.001 -0.123 -0.176
H1 -0.246 -2.299 -0.405
H2 0.102 -0.855 -1.126
H3 0.790 -1.285 0.595
H4 -0.625 0.126 1.300
H5 2.568 2.316 -0.616

Values from the calculation:
Calculated total energy, eV: -28828.85546
Total charge: 0
LUMO energy (alpha / beta), eV: -1.28 / -1.02
Max |F|, eV Å⁻¹: 1.969
Orbital gap (alpha / beta), eV: 6.79 / 7.32
Energy relative to the best compared isomer or geometry (same formula, charge and spin), kcal per mole: 65.1

Entry 5:
# C2H5IS2

A cluster of 2 separate species, C2H5IS2 in total in a non-equilibrium geometry (ωB97M-V/def2-TZVPD, the OMol25 dataset).

Cartesian coordinates (Å):
C1 -0.016 0.312 0.294
C2 -1.009 -0.456 -0.258
S1 -1.395 -0.585 -1.960
I1 -1.454 -2.979 -2.052
H1 0.860 0.656 -0.336
H2 0.190 0.069 1.346
H3 -1.727 -0.940 0.376
S2 2.443 -1.499 -0.572
H4 1.405 -2.318 -0.045
H5 3.403 -1.704 0.246

Values from the calculation:
Calculated total energy, eV: -31924.78821
Total charge: 0
LUMO energy, eV: -0.82
Max |F|, eV Å⁻¹: 2.931
Orbital gap, eV: 7.88
Energy relative to the best compared isomer or geometry (same formula, charge and spin), kcal per mole: 35.5

Entry 6:
# C2H5N2

A structure of composition C2H5N2 in a non-equilibrium geometry (ωB97M-V/def2-TZVPD, the OMol25 dataset).

Cartesian coordinates (Å):
C1 0.289 -0.185 -0.322
C2 -0.364 -0.013 -1.496
N1 -0.246 0.102 2.161
N2 -0.713 -0.334 1.224
H1 0.717 -1.082 -0.044
H2 0.822 0.658 -0.006
H3 0.057 0.854 -2.016
H4 -1.011 -0.636 -2.063
H5 0.448 0.634 2.562

Values from the calculation:
Calculated total energy, eV: -5122.97391
Total charge: +1
LUMO energy (alpha / beta), eV: -6.88 / -6.80
Max |F|, eV Å⁻¹: 3.649
Orbital gap (alpha / beta), eV: 8.23 / 8.17
Energy relative to the best compared isomer or geometry (same formula, charge and spin), kcal per mole: 93.9

Entry 7:
# C2H5N2O

The ion C2H5N2O with charge +1 in a non-equilibrium geometry (ωB97M-V/def2-TZVPD, the OMol25 dataset).

Cartesian coordinates (Å):
N1 1.069 -1.659 0.699
C1 0.321 -1.139 -0.045
N2 -0.539 -0.463 -0.650
C2 -0.597 0.983 -0.319
O1 0.606 1.288 0.376
H1 2.004 -2.019 0.824
H2 -1.224 -0.823 -1.247
H3 -0.676 1.574 -1.251
H4 -1.438 1.177 0.360
H5 0.474 1.080 1.253

Values from the calculation:
Calculated total energy, eV: -7174.06245
Total charge: +1
LUMO energy, eV: -4.51
Max |F|, eV Å⁻¹: 4.113
Orbital gap, eV: 12.07
Energy relative to the best compared isomer or geometry (same formula, charge and spin), kcal per mole: 45.4

Entry 8:
# C2H5N2O2

A cluster of 2 separate species, C2H5N2O2 in total in a non-equilibrium geometry (ωB97M-V/def2-TZVPD, the OMol25 dataset).

Cartesian coordinates (Å):
N1 -0.553 -0.509 -0.815
C1 0.238 -1.529 -0.246
N2 0.593 -2.714 -0.763
H1 -0.300 -0.332 -1.817
H2 -0.573 0.433 -0.439
H3 0.777 -1.240 0.665
H4 1.582 -2.742 -0.920
O1 0.555 1.333 1.207
C2 -0.454 2.151 1.144
O2 -1.558 1.894 0.635
H5 -0.307 3.256 1.349

Values from the calculation:
Calculated total energy, eV: -9230.16109
Total charge: -1
LUMO energy, eV: 4.42
Max |F|, eV Å⁻¹: 4.167
Orbital gap, eV: 8.84
Energy relative to the best compared isomer or geometry (same formula, charge and spin), kcal per mole: 46.1

Among the records above, which one has the lowest total charge?
C2H5N2O2

total charge of number 5 (C2H5IS2)?
0

What is the max |F| in the third record?
4.733 eV Å⁻¹

What is the formula in the second record?
C2H5IN2O2